--- P ---
{
  "formula": "C3H9BrN",
  "method": "ωB97M-V with the def2-TZVPD basis set",
  "total_charge": 1,
  "e_homo_ev": -13.60,
  "e_lumo_ev": -4.57,
  "elements": ["C", "C", "C", "N", "Br", "H", "H", "H", "H", "H", "H", "H", "H", "H"],
  "coordinates": [[-0.12, 2.30, 0.26], [-0.48, -1.97, -0.04], [0.84, 0.26, -0.49], [-0.19, -0.56, 0.19], [2.65, 0.00, -0.13], [-0.66, 1.68, 0.95], [-0.64, 2.59, -0.59], [0.56, 2.98, 0.68], [-0.81, -2.56, 0.79], [-1.18, -2.19, -0.97], [0.45, -2.40, -0.39], [0.51, 0.32, -1.46], [0.05, -0.44, 1.15], [-0.99, -0.01, 0.05]],
  "nbo_charge": [-0.392, -0.461, -0.215, -0.533, 0.196, 0.156, 0.205, 0.224, 0.259, 0.255, 0.242, 0.196, 0.433, 0.434]
}

=====

--- Q ---
{
  "formula": "C3H9BrN",
  "method": "ωB97M-V with the def2-TZVPD basis set",
  "total_charge": 1,
  "e_homo_ev": -14.96,
  "e_lumo_ev": -3.76,
  "smiles": "C[NH2+][C@@H](C)Br",
  "elements": ["C", "C", "C", "N", "Br", "H", "H", "H", "H", "H", "H", "H", "H", "H"],
  "coordinates": [[-1.55, -0.68, 0.40], [1.27, -0.23, -1.26], [-0.53, 0.46, 0.56], [0.95, 0.40, 0.06], [-0.38, 1.15, 2.46], [-1.06, -1.68, 0.62], [-1.89, -0.64, -0.66], [-2.29, -0.57, 1.07], [1.08, -1.29, -1.07], [0.55, 0.21, -2.02], [2.18, 0.07, -1.51], [-0.88, 1.38, 0.22], [1.14, 1.38, 0.19], [1.41, 0.03, 0.94]],
  "nbo_charge": [-0.638, -0.391, -0.027, -0.539, 0.029, 0.236, 0.247, 0.257, 0.242, 0.239, 0.234, 0.215, 0.441, 0.455]
}

=====

Least stable structure among those shown: P.